One molecule with the formula C6H6N4S. Source: the Open Molecules 2025 dataset; level of theory: the ωB97M-V functional and the def2-TZVPD basis.

```
17
C6H6N4S (the ωB97M-V functional and the def2-TZVPD basis)
S 2.732 -0.590 2.603
N 1.631 -2.107 0.719
N -0.069 -1.354 -0.725
N -0.319 1.978 0.606
N 0.810 0.093 0.901
C -1.856 1.386 -1.303
C 0.791 -2.276 -0.251
C -0.779 1.059 -0.313
C 0.612 1.393 1.320
C 1.698 -0.893 1.372
C -0.077 -0.097 -0.140
H 0.773 -3.265 -0.761
H -0.681 -1.579 -1.496
H -1.531 1.290 -2.336
H -2.199 2.412 -1.147
H -2.735 0.748 -1.175
H 1.198 1.801 2.126
```

Its gap between HOMO and LUMO is 8.261 eV. The calculation puts the total energy at -849.4559 hartree. As for the SMILES: Cc1ncn2c(=S)nc[nH]c12. The value obtained for the strongest force on any atom is 0.0178 hartree/bohr.